The following is a DFT calculation (the ωB97M-V functional and the def2-TZVPD basis) of a cluster of 13 separate species, C49H124O29S3 in total at a distorted geometry.

Geometry as XYZ:
```
205
Properties=species:S:1:pos:R:3:forces:R:3:mulliken_charge:R:1
C 15.702955 12.067155 10.723065 0.073 0.403 -1.119 -0.3991
O 15.674895 10.726435 10.197685 -0.275 -0.064 0.477 -0.3908
C 14.406575 10.079805 10.322005 -0.027 1.913 1.663 -0.6822
C 14.129335 9.496345 11.738405 0.322 0.312 0.225 -0.4825
O 14.210985 10.379665 12.950905 -0.643 -1.280 -2.064 -0.1539
C 13.778685 9.689045 14.118685 0.776 0.600 0.478 -0.2891
H 16.717635 12.447665 10.605895 0.225 -0.499 0.519 0.0379
H 15.302385 12.262505 11.717795 0.250 -0.777 0.251 0.1929
H 15.159375 12.763155 10.084165 -0.602 -0.177 -0.414 0.3801
H 14.237465 9.297655 9.581915 0.668 -0.236 0.125 0.3872
H 13.651885 10.829785 10.085205 -0.352 0.171 0.077 0.3729
H 14.839915 8.681035 11.874205 0.075 -0.084 0.284 0.3559
H 13.132895 9.067835 11.630835 -0.265 -0.058 0.450 0.3585
H 14.135165 10.309415 14.940985 0.044 -0.016 0.104 -0.3593
H 14.256155 8.718945 14.256575 0.091 -0.177 -0.302 0.4017
H 12.707135 9.580895 14.286525 -0.295 0.035 -0.682 0.3756
C 19.854185 10.151055 17.373885 -0.069 -0.362 0.360 -0.3551
O 18.559055 9.709035 17.702605 -0.109 -1.189 0.054 -0.5813
C 17.610475 10.701725 17.839735 -0.178 1.106 -0.167 2.1568
C 16.281755 10.102025 18.200495 -0.053 -1.490 0.307 -0.8456
O 15.859925 9.200125 17.166065 -1.372 0.284 0.403 -0.3548
C 14.577205 8.591105 17.511965 1.358 0.113 -0.421 -0.8758
H 20.347585 10.552655 18.258975 -0.059 0.875 -0.056 0.1900
H 19.758525 10.812985 16.513185 0.649 0.270 0.068 0.0950
H 20.480585 9.284205 17.163435 -0.340 -0.110 -0.493 0.3217
H 17.509405 11.340045 16.961995 -0.089 -0.288 -0.774 -1.2808
H 17.939335 11.462915 18.547225 -0.106 -0.005 0.925 -0.2672
H 15.506295 10.795925 18.524925 -0.068 0.615 -0.642 0.5072
H 16.398315 9.492915 19.096875 0.372 -0.234 0.337 0.5049
H 14.639935 8.173465 18.516825 -0.176 0.188 0.224 0.3409
H 14.393645 7.746215 16.848205 0.241 0.161 -0.201 0.2683
H 13.750955 9.293045 17.399295 0.005 0.188 0.221 0.3176
C 11.593695 21.838065 16.908465 0.252 -0.347 -1.067 -0.8160
O 12.285365 20.709125 16.393685 -0.782 -0.920 0.307 -0.0696
C 13.432715 20.949555 15.632515 0.160 -0.329 0.563 -0.9125
C 14.078555 19.641485 15.157245 -0.816 1.391 1.001 -0.2791
O 14.611035 18.977595 16.287715 -0.040 -0.055 0.291 0.2920
C 15.261375 17.793335 15.902235 0.189 -0.257 -0.305 -0.1794
H 12.269845 22.429295 17.526025 -0.377 0.013 0.484 0.2671
H 10.677785 21.454895 17.358335 0.422 0.087 0.661 0.2173
H 11.221025 22.461395 16.095635 0.203 0.295 -0.330 0.3199
H 14.172655 21.409395 16.287605 0.284 0.601 -0.132 0.2379
H 13.159325 21.580555 14.786825 0.340 0.182 -0.250 0.4232
H 14.885335 19.978985 14.506645 0.019 -0.519 -0.538 0.3902
H 13.278985 19.064255 14.692925 0.356 -0.392 -0.454 -0.0027
H 16.101195 18.025465 15.247335 0.143 0.042 -0.342 0.5391
H 14.566895 17.138285 15.376205 0.028 -0.170 -0.130 -0.2355
H 15.690395 17.238095 16.736355 -0.310 0.297 0.403 -0.1275
C 22.999195 15.130675 23.879875 -1.108 0.210 -0.890 -0.8692
O 21.980065 15.107715 22.838035 0.620 0.983 1.861 -0.2320
C 22.162265 14.247005 21.762465 -0.312 -0.937 0.572 0.4262
C 23.316835 14.622335 20.878995 0.929 0.408 -0.412 0.1569
O 24.517865 13.860425 21.160995 -0.792 -0.446 -0.574 -0.4373
C 25.601655 13.916855 20.218805 -0.508 1.066 1.048 -0.4328
H 23.929875 15.591155 23.548385 0.108 -0.185 -0.251 0.2662
H 23.177995 14.129355 24.271655 0.055 -0.061 -0.004 0.3310
H 22.574245 15.783565 24.642275 0.055 -0.195 0.112 0.2486
H 21.174365 14.273985 21.302665 0.222 0.180 -0.754 -0.3313
H 22.218245 13.215885 22.111415 0.492 -0.298 -0.019 0.2126
H 23.521165 15.677695 21.059455 0.169 0.288 0.221 0.1110
H 22.967575 14.624865 19.846465 0.445 -0.737 -0.468 -0.1150
H 26.110475 14.868325 20.373395 0.098 0.382 -0.291 0.2910
H 25.287535 13.859985 19.176595 -0.114 -0.336 -0.004 -0.0496
H 26.353005 13.179785 20.502175 -0.449 -0.371 -0.176 0.3131
C 22.840695 11.455995 13.499215 1.656 -0.067 0.294 -0.9883
O 22.888055 11.949505 14.802885 -0.617 -1.148 1.386 -0.2997
C 23.165495 13.278085 14.965755 -0.319 0.975 0.218 -0.5895
C 23.258175 13.678735 16.439455 -0.782 -0.072 0.274 -0.2848
O 22.222985 13.186185 17.287485 0.396 -0.182 -0.268 -0.3243
C 20.946435 13.797865 17.168895 0.740 -0.446 -0.216 -0.1749
H 23.881285 11.447705 13.174865 0.232 0.068 -0.717 0.4288
H 22.271535 12.085345 12.815055 -0.465 -0.352 -0.046 0.4008
H 22.597355 10.398325 13.600335 -0.719 0.250 -0.414 0.2195
H 22.374275 13.844455 14.474535 -0.241 0.493 -0.149 0.1948
H 24.105635 13.579225 14.503645 0.370 0.029 -0.258 0.5549
H 23.241055 14.766295 16.510455 0.031 0.211 -0.303 0.1609
H 24.204555 13.359095 16.875685 -0.076 -0.321 0.015 0.2212
H 21.042805 14.883335 17.145185 -0.121 0.230 0.391 0.5460
H 20.398525 13.395285 18.020855 -0.213 0.441 0.006 -0.1037
H 20.428595 13.504875 16.255615 -0.069 -0.215 -0.245 -0.0958
C 11.820715 16.124385 14.484065 -0.605 -0.673 1.741 -0.1214
O 10.813075 16.392415 15.511485 0.589 0.710 -0.746 -0.4763
C 10.999625 17.663035 16.149175 0.264 -0.526 0.708 0.5363
C 9.938865 17.865695 17.215195 -0.765 -0.867 0.482 -0.7785
O 9.999575 17.075005 18.429015 0.141 -0.061 -0.826 -0.3704
C 9.774675 15.668355 18.321425 0.283 0.673 0.909 -0.5953
H 12.779685 16.135035 15.002105 0.259 0.279 -0.358 -0.2934
H 11.813285 16.757245 13.596635 -0.203 0.282 0.272 0.3150
H 11.657695 15.083845 14.203335 -0.121 0.117 -0.232 0.3363
H 10.989795 18.474835 15.421865 -0.258 0.161 -0.045 0.3027
H 11.939795 17.749085 16.693955 0.684 -0.341 -0.258 -0.1893
H 8.999555 17.635435 16.712425 -0.480 0.322 0.152 0.4157
H 9.954135 18.853075 17.676665 0.010 0.292 -0.777 0.1572
H 10.626055 15.231085 17.799835 -0.430 -0.469 -0.131 0.1676
H 8.784335 15.380725 17.968435 0.061 0.274 -0.904 0.3292
H 9.711405 15.342015 19.359495 0.541 -0.182 0.106 0.2450
C 25.396315 16.734635 15.944425 -0.198 -0.345 -0.012 -0.4507
O 24.691125 17.589615 16.815715 -0.453 -0.125 0.627 -0.4322
C 24.332405 16.973375 18.070505 -0.728 0.487 0.324 0.2812
C 23.097335 17.681565 18.695955 1.582 0.579 -0.175 -0.6379
O 21.982625 17.371605 17.971435 -2.470 -0.668 -0.478 -0.3152
C 20.702965 17.559785 18.629755 0.270 -0.384 -1.079 -0.6920
H 24.767805 15.931515 15.559615 -0.198 -0.317 0.299 0.0229
H 26.257525 16.300575 16.452385 0.243 -0.066 -0.118 0.3046
H 25.698405 17.236925 15.025435 0.171 0.586 0.406 0.3340
H 25.136095 17.042315 18.803605 0.416 0.141 -0.083 0.4201
H 24.103845 15.912975 17.963655 -0.036 -0.071 -0.264 -0.3110
H 23.310775 18.749445 18.649385 0.041 0.437 -0.070 0.3658
H 22.933445 17.482745 19.755065 0.408 -0.531 0.207 0.3615
H 19.955025 17.066355 18.009095 0.141 -0.133 -0.351 0.0275
H 20.371425 18.597895 18.652125 0.427 0.126 0.492 0.4689
H 20.608345 17.036485 19.581235 0.495 0.346 0.389 0.3588
C 20.515555 12.588815 9.564135 -0.904 -0.344 1.646 -0.7427
O 20.124235 12.245535 10.957905 0.176 0.391 -0.853 -0.4674
C 19.828795 13.385905 11.779915 0.883 -0.461 0.378 -0.5999
C 19.432445 13.028685 13.267225 0.673 -0.572 -3.017 -0.5927
O 18.136755 12.513985 13.185825 -1.192 0.925 1.256 -0.2374
C 17.717105 12.050335 14.495525 1.630 -0.788 -1.244 -1.0401
H 21.450105 13.149775 9.557015 -0.193 0.384 0.011 0.3105
H 19.655645 13.080095 9.108845 0.251 0.556 -0.094 0.2394
H 20.673125 11.698435 8.955455 -0.028 -0.357 0.639 0.2923
H 19.078455 14.046685 11.345795 -0.678 -0.320 -0.158 0.1614
H 20.696475 14.045375 11.798235 0.556 -0.009 0.237 0.6289
H 19.628015 13.952905 13.810985 -0.707 0.247 0.534 0.2441
H 20.067445 12.248675 13.687315 0.493 0.000 -0.037 0.5729
H 17.999795 12.758895 15.274065 -0.771 0.414 0.040 0.3042
H 18.399955 11.214885 14.649965 -0.226 -0.553 0.491 0.6251
H 16.699165 11.662165 14.460595 0.072 0.492 0.056 0.3322
C 18.375275 18.460995 22.872355 0.232 -0.851 0.890 -0.8085
O 18.286025 18.426265 21.505865 1.362 0.782 -1.498 -0.1558
C 17.040905 18.718895 20.988025 0.262 -0.127 -2.110 -1.0631
C 17.119045 18.636285 19.421315 -0.511 0.392 0.912 1.7423
O 18.060595 19.567775 18.884385 0.085 -0.222 1.020 -0.5089
C 18.050045 19.619545 17.485345 -0.871 -0.564 -0.337 -0.1198
H 19.409875 18.232715 23.128485 -0.048 -0.143 0.080 0.2227
H 17.721195 17.652745 23.199495 -0.105 -0.029 0.955 0.3197
H 18.128045 19.400255 23.367095 -0.340 0.265 -0.244 0.2550
H 16.699545 19.725555 21.229255 -0.132 0.044 0.434 0.4107
H 16.367815 17.938945 21.344015 -0.736 0.170 -0.059 0.4283
H 16.117955 18.852425 19.048195 -0.238 0.382 -0.079 -0.0526
H 17.258365 17.601225 19.109325 0.823 -0.220 -0.091 -0.8407
H 17.015405 19.729945 17.160655 -0.202 0.246 -0.334 -0.1895
H 18.389375 18.674485 17.061285 0.269 -0.199 -0.141 0.0793
H 18.649215 20.428375 17.067155 0.096 0.042 0.510 0.4120
C 14.776125 13.331285 15.575995 -1.514 0.374 1.546 -0.7828
O 15.669045 14.098325 16.307805 1.843 1.497 1.964 0.3493
C 15.425985 14.124285 17.777455 1.134 -0.039 -1.310 -1.1932
C 16.795515 14.422795 18.420005 0.244 -0.229 -0.021 1.6424
O 16.821595 14.135475 19.806595 -1.362 -0.645 -0.455 -0.6344
C 18.041405 14.305645 20.417695 1.444 0.835 1.052 0.3298
H 13.838275 13.666175 16.019145 -0.986 -0.551 -0.728 0.4642
H 14.911405 12.284705 15.848895 -0.029 -0.360 -0.628 -0.2571
H 14.776635 13.586635 14.516325 0.332 -0.266 0.111 0.1923
H 15.050885 13.140735 18.060335 0.052 -0.030 0.261 0.4794
H 14.730805 14.902985 18.091235 -0.390 -0.018 -0.433 0.1878
H 17.100995 15.464575 18.322605 -0.209 0.292 -0.436 -0.4713
H 17.531965 13.829605 17.877915 0.242 -0.226 -0.012 -0.4476
H 18.855545 13.648815 20.111335 -0.167 -0.615 -0.340 -0.0368
H 17.956415 14.238685 21.502315 -0.415 -0.510 -0.056 -0.0556
H 18.479145 15.299745 20.326885 -0.219 0.587 -0.578 -0.0053
O 16.000215 17.917415 12.291425 -0.517 -1.300 0.239 -0.6936
S 15.556235 16.532375 12.287495 -2.085 -0.920 -0.739 1.2324
O 14.157455 16.166195 12.739415 4.463 0.962 -1.324 -0.6129
O 15.673035 15.967815 10.718375 -0.290 0.768 2.167 -0.2683
C 16.873195 16.312585 10.005365 -0.049 -0.342 -1.181 -0.0538
C 16.736225 17.518115 9.118285 -0.979 0.749 0.196 -1.3884
C 16.850295 15.483885 13.103935 -1.787 1.075 -0.688 0.0115
H 17.031125 15.424215 9.393835 0.326 -0.082 0.119 0.3335
H 17.757395 16.522595 10.607185 -0.201 -0.436 0.563 0.2606
H 16.520715 18.367645 9.766315 0.685 0.322 -0.022 0.2792
H 15.866815 17.555045 8.461895 0.035 -0.749 -0.210 0.3502
H 17.640265 17.621555 8.518185 -0.003 0.284 0.155 0.3822
H 16.898855 15.996345 14.064735 0.328 -0.581 0.205 0.0357
H 17.764745 15.546245 12.514035 -0.159 0.108 0.205 0.2399
H 16.420685 14.482235 13.088735 0.321 0.054 0.360 -0.3253
O 12.670705 21.878065 20.332195 0.746 -0.392 0.323 -0.6046
S 13.967775 21.367665 20.723095 0.553 0.784 0.373 1.1805
O 14.410585 21.468385 22.106385 -0.662 -0.505 -1.518 -0.6501
O 14.084865 19.842155 20.198425 -0.048 1.033 0.148 -0.2118
C 12.843195 19.150825 19.868555 -0.113 -1.485 1.129 -0.2583
C 13.205975 17.636235 19.910605 -0.141 1.136 -0.952 -0.6891
C 15.249295 22.167555 19.690805 -1.163 -1.095 1.013 -0.5583
H 12.403545 19.482315 18.927845 0.413 0.041 -0.086 -0.0634
H 12.137015 19.344185 20.676035 -0.093 0.135 -0.133 0.5496
H 12.325535 17.029365 19.699315 -0.154 0.122 0.319 0.3132
H 13.687165 17.374635 20.853005 -0.144 0.002 -0.065 0.4646
H 13.875975 17.444675 19.072455 0.335 -0.100 0.076 -0.1593
H 14.975095 21.789975 18.705745 0.527 0.435 -0.176 -0.0900
H 16.201885 21.816525 20.087615 0.020 -0.032 -0.408 0.2823
H 15.132795 23.238645 19.856065 -0.074 -0.131 -0.254 0.5006
O 20.873475 10.923965 21.636265 -2.597 0.428 2.302 -0.5502
S 19.851865 10.950035 22.715945 2.523 -0.803 -0.343 1.2533
O 20.186435 10.226195 23.977865 -1.434 1.565 -2.948 -0.6566
O 19.572055 12.525335 23.099065 0.058 -1.801 -3.362 -0.2032
C 19.026405 12.716345 24.362515 0.477 -0.205 2.587 -0.3781
C 18.379315 14.075185 24.436345 0.304 0.356 -0.717 -1.1613
C 18.213485 10.488555 21.960005 1.286 0.055 0.699 -0.8018
H 19.955535 12.558935 24.910285 -0.632 0.534 1.469 0.3235
H 18.330245 11.930535 24.655705 -0.081 -0.144 -0.151 0.4998
H 19.124335 14.778275 24.063925 -0.196 0.287 -0.169 0.1666
H 18.016965 14.469585 25.385685 0.283 -0.654 0.272 0.4474
H 17.513695 14.049695 23.774415 0.004 0.247 -0.167 0.2680
H 18.311005 9.490685 21.532415 0.109 -0.076 0.386 0.4957
H 18.015035 11.162095 21.126295 0.058 0.306 0.366 -0.0108
H 17.502705 10.537225 22.784945 -0.163 -0.027 -0.317 0.4421
```
Forces are in eV/Å.

Calculated values
Molecular weight   1273.70 g mol⁻¹
Orbital gap   9.7 eV
HOMO level   -9.49 eV
LUMO   0.2 eV
Charge   0